# 1
17
Properties=species:S:1:pos:R:3:lowdin_spin:R:1 method="wB97M-V/def2-TZVPD" multiplicity=3 molar_mass_da=305.97 e_homo_ev="-6.75 / -7.08" largest_force_ev_per_a=3.8 e_lumo_ev="-0.476 / -1.502" homo_lumo_gap_ev="6.27 / 5.58"
Tm 1.671 1.144 2.559 1.762
O -1.728 -1.687 1.607 0.003
O 2.078 -1.298 1.098 0.052
O 2.155 -1.511 -1.157 0.002
O 1.181 0.463 0.136 0.077
C -1.403 -0.384 -0.356 0.004
C 2.093 -0.950 -0.103 0.009
C -1.723 -0.555 0.956 0.008
C -0.984 0.970 -0.845 0.002
C 0.545 1.040 -0.989 0.005
Li 0.159 -1.896 1.403 0.067
H -1.220 -1.255 -0.997 0.000
H 0.847 0.494 -1.895 0.000
H -1.422 1.237 -1.822 0.000
H -1.290 1.738 -0.116 0.001
H 0.878 2.088 -1.054 0.002
H -1.837 0.364 1.573 0.005

# 2
7
Properties=species:S:1:pos:R:3:nbo_charge:R:1 method="wB97M-V/def2-TZVPD" multiplicity=1 smiles=N.S molar_mass_da=51.11 e_homo_ev=-9.41 largest_force_ev_per_a=3.7 e_lumo_ev=0.505 homo_lumo_gap_ev=9.91
S -1.165 1.286 0.188 -0.378
N 1.307 -0.784 -0.369 -1.089
H -2.399 1.336 -0.498 0.205
H 1.337 -0.165 0.480 0.362
H 1.360 -1.741 -0.169 0.355
H -0.945 0.701 1.334 0.172
H 0.505 -0.634 -0.965 0.372

# 3
38
Properties=species:S:1:pos:R:3:nbo_charge:R:1 method="wB97M-V/def2-TZVPD" multiplicity=1 molar_mass_da=496.52 e_homo_ev=-0.78 largest_force_ev_per_a=1.2 e_lumo_ev=3.375 charge=-2 homo_lumo_gap_ev=4.15
K -0.313 -0.061 0.254 0.918
Cl 5.840 0.689 5.090 -0.100
Cl 3.684 2.879 0.664 -0.085
S -0.794 -1.956 4.646 0.186
S -0.899 0.671 3.415 -0.550
S 1.827 -2.544 0.582 -0.571
S 0.779 -3.930 2.902 0.215
O -0.318 -1.660 2.076 -0.660
O 1.606 0.822 1.050 -0.825
O -0.578 -4.513 5.025 -0.651
O -1.764 0.493 -1.982 -0.638
N -1.618 1.241 -4.105 -0.436
C -0.240 -3.590 4.313 0.175
C 4.619 1.672 2.870 -0.250
C 3.609 1.676 1.938 -0.163
C -0.102 -0.899 3.274 0.025
C 1.013 -2.289 2.150 -0.009
C -1.862 0.271 -3.178 0.692
C -1.087 2.513 -3.668 -0.418
C 4.568 0.728 3.874 -0.121
C -2.267 -1.098 -3.675 -0.714
C 1.433 -1.226 3.234 -0.388
C 2.503 0.779 1.923 0.471
C -1.561 0.991 -5.522 -0.403
C 3.523 -0.183 3.933 -0.221
C 2.501 -0.189 3.000 -0.027
H -0.540 0.773 -5.858 0.188
H -2.383 -1.733 -2.802 0.258
H 1.725 -1.724 4.161 0.211
H -1.507 -1.525 -4.328 0.225
H -1.669 3.329 -4.101 0.182
H -2.202 0.161 -5.800 0.209
H -3.205 -1.064 -4.228 0.215
H -1.136 2.562 -2.584 0.260
H -1.909 1.876 -6.058 0.194
H -0.043 2.623 -3.976 0.193
H 5.425 2.391 2.812 0.209
H 3.508 -0.908 4.738 0.204

# 4
22
Properties=species:S:1:pos:R:3:nbo_charge:R:1 method="wB97M-V/def2-TZVPD" multiplicity=1 molar_mass_da=170.15 e_homo_ev="-8.44 / -8.45" largest_force_ev_per_a=3.3 e_lumo_ev="-1.498 / -1.497" homo_lumo_gap_ev="6.94 / 6.95"
P 1.836 -0.592 0.331 1.808
O 2.089 2.368 0.431 -1.018
N 1.744 -1.557 1.554 -1.138
N 3.364 -0.918 -0.343 -1.117
C -3.253 0.540 0.565 -0.212
C 0.592 -0.470 -1.149 -0.703
C -2.520 1.449 -0.214 -0.168
C -1.388 -0.979 0.170 -0.221
C -0.773 -0.062 -0.651 -0.040
C -2.626 -0.676 0.772 -0.190
C -1.327 1.149 -0.834 -0.227
H -0.771 1.900 -1.337 0.228
H 1.140 2.320 0.464 0.408
H 3.766 -0.283 -1.038 0.419
H -0.957 -1.979 0.310 0.202
H -2.951 2.490 -0.314 0.216
H 0.518 -1.485 -1.578 0.256
H 3.921 -0.921 0.531 0.412
H 0.921 0.252 -1.882 0.267
H -3.165 -1.510 1.065 0.210
H 0.826 -1.928 1.656 0.386
H -4.093 0.930 1.046 0.222

# 5
69
Properties=species:S:1:pos:R:3:nbo_charge:R:1 method="wB97M-V/def2-TZVPD" multiplicity=1 molar_mass_da=730.15 e_homo_ev=-1.68 largest_force_ev_per_a=1.6 e_lumo_ev=3.548 charge=-2 homo_lumo_gap_ev=5.23
Cd -0.821 0.308 -0.383 1.633
S -4.442 -1.148 2.656 0.322
S 1.467 0.434 3.082 -0.333
S -0.490 -0.510 -2.722 -0.503
O 0.300 3.210 -2.862 -0.743
O -5.156 0.901 0.101 -0.747
O -3.181 0.078 -0.562 -0.865
O 0.347 2.151 -0.098 -0.902
O 0.344 4.178 0.858 -0.672
N -2.065 -0.440 2.056 -0.404
N 1.306 -1.916 -1.138 -0.280
N -2.215 2.728 -0.825 -0.473
N -2.542 0.527 2.879 -0.250
N 0.712 -1.616 -0.061 -0.232
N 2.884 -2.393 -3.090 -0.451
N -2.683 -2.484 1.054 -0.807
N 4.238 -0.034 3.110 -0.554
N 1.838 -1.536 -3.327 -0.277
C -5.917 1.552 3.624 -0.607
C 4.449 -0.850 -4.101 -0.294
C -4.497 1.298 4.136 -0.443
C -1.850 3.758 -1.809 -0.263
C 4.172 -2.039 -3.414 0.265
C 0.659 -2.008 2.305 -0.131
C 0.977 -1.364 -2.360 0.153
C 6.536 -2.527 -3.369 -0.197
C -4.016 1.017 -0.373 0.773
C 3.088 0.156 3.071 0.060
C 1.162 -2.669 3.435 -0.216
C 2.360 -3.333 3.379 -0.187
C 5.236 -2.880 -3.061 -0.297
C -3.750 0.342 3.271 0.063
C 3.081 -3.374 2.173 -0.233
C 2.568 -2.800 1.043 -0.199
C -0.215 3.164 0.459 0.777
C 5.755 -0.507 -4.394 -0.187
C 1.311 -2.150 1.069 0.095
C -2.940 -1.367 1.806 0.280
C -1.102 3.165 -3.010 -0.063
C -1.759 3.091 0.514 -0.359
C 6.810 -1.337 -4.029 -0.284
C -3.631 2.424 -0.877 -0.331
H -3.458 -2.733 0.457 0.396
H 3.619 -0.206 -4.357 0.244
H -2.057 2.314 1.224 0.222
H -4.237 3.166 -0.334 0.175
H -1.836 -2.364 0.510 0.402
H 7.833 -1.044 -4.231 0.196
H -2.749 4.280 -2.163 0.170
H -0.318 -1.552 2.329 0.244
H 0.612 -2.605 4.365 0.209
H -2.163 4.056 0.857 0.176
H 0.535 2.733 -2.047 0.503
H 5.965 0.428 -4.898 0.202
H -6.503 0.632 3.657 0.196
H 5.029 -3.799 -2.524 0.201
H 4.053 -3.848 2.135 0.202
H 7.350 -3.181 -3.080 0.197
H -1.202 4.509 -1.349 0.222
H -5.888 1.888 2.588 0.247
H -6.409 2.306 4.241 0.196
H -3.943 2.425 -1.925 0.204
H -1.448 2.135 -3.162 0.176
H 2.769 -3.003 -2.291 0.378
H -1.321 3.755 -3.905 0.151
H 3.131 -2.816 0.123 0.215
H -4.534 0.917 5.162 0.204
H -3.919 2.223 4.141 0.238
H 2.763 -3.816 4.261 0.197

# 6
15
Properties=species:S:1:pos:R:3:nbo_charge:R:1 method="wB97M-V/def2-TZVPD" multiplicity=1 molar_mass_da=96.13 e_homo_ev="-7.74 / -7.74" largest_force_ev_per_a=5.4 e_lumo_ev="0.830 / 0.830" homo_lumo_gap_ev="8.57 / 8.57"
N 0.195 -0.685 0.050 -0.005
N 0.739 -1.829 0.236 -0.585
C -0.972 -0.309 -0.248 0.101
C -1.667 0.985 0.082 -0.447
C 2.612 0.245 0.044 -0.445
C 1.423 0.739 -0.256 -0.057
C -2.378 -0.367 0.024 -0.423
H -1.535 1.217 1.095 0.219
H -1.935 1.564 -0.705 0.217
H 3.596 0.784 -0.298 0.223
H -2.920 -0.749 -0.851 0.230
H -2.790 -0.625 0.973 0.219
H 1.175 1.652 -0.710 0.208
H 1.672 -1.976 -0.006 0.337
H 2.785 -0.646 0.568 0.210

Please write out number 1 again, unchanged.
17
Properties=species:S:1:pos:R:3:lowdin_spin:R:1 method="wB97M-V/def2-TZVPD" multiplicity=3 molar_mass_da=305.97 e_homo_ev="-6.75 / -7.08" largest_force_ev_per_a=3.8 e_lumo_ev="-0.476 / -1.502" homo_lumo_gap_ev="6.27 / 5.58"
Tm 1.671 1.144 2.559 1.762
O -1.728 -1.687 1.607 0.003
O 2.078 -1.298 1.098 0.052
O 2.155 -1.511 -1.157 0.002
O 1.181 0.463 0.136 0.077
C -1.403 -0.384 -0.356 0.004
C 2.093 -0.950 -0.103 0.009
C -1.723 -0.555 0.956 0.008
C -0.984 0.970 -0.845 0.002
C 0.545 1.040 -0.989 0.005
Li 0.159 -1.896 1.403 0.067
H -1.220 -1.255 -0.997 0.000
H 0.847 0.494 -1.895 0.000
H -1.422 1.237 -1.822 0.000
H -1.290 1.738 -0.116 0.001
H 0.878 2.088 -1.054 0.002
H -1.837 0.364 1.573 0.005